(1)
12
Properties=species:S:1:pos:R:3:mulliken_charge:R:1 method="wB97M-V/def2-TZVPD" relative_energy_kj_mol=608.37 mol_weight_da=86.1 homo_lumo_gap_ev=10.29 total_charge=0 largest_force_ev_per_a=0.431
C -0.981 -1.189 0.002 -1.236
C -0.034 -0.162 0.541 1.005
C -0.147 1.309 0.144 -0.808
O -0.527 0.784 1.440 -0.387
C 1.258 0.131 -0.025 -0.189
O 1.206 0.160 -1.325 -0.536
H -1.182 -1.926 0.787 0.338
H -1.927 -0.727 -0.294 0.347
H -0.537 -1.697 -0.856 0.300
H 0.621 2.078 0.275 0.318
H 0.095 0.841 -1.225 0.405
H 2.156 0.396 0.534 0.443



(2)
12
Properties=species:S:1:pos:R:3:mulliken_charge:R:1 method="wB97M-V/def2-TZVPD" relative_energy_kj_mol=202.74 smiles="C=COCC=O" mol_weight_da=86.1 homo_lumo_gap_ev=10.27 total_charge=0 largest_force_ev_per_a=0.528
C -1.198 -0.226 -0.927 -0.820
C -0.094 -0.964 -1.036 0.101
O 1.145 -0.594 -0.620 -0.357
C 1.134 0.494 0.288 -0.329
C 0.009 0.385 1.314 -0.016
O -0.537 1.353 1.781 -0.482
H -2.169 -0.692 -1.005 0.253
H -1.186 0.834 -0.704 0.324
H -0.091 -1.979 -1.424 0.355
H 2.077 0.442 0.843 0.297
H 1.070 1.464 -0.220 0.305
H -0.221 -0.644 1.657 0.369



(3)
12
Properties=species:S:1:pos:R:3:mulliken_charge:R:1 method="wB97M-V/def2-TZVPD" relative_energy_kj_mol=195.99 smiles="O=C[C@@H]1C[C@@H]1O" mol_weight_da=86.1 homo_lumo_gap_ev=10.71 total_charge=0 largest_force_ev_per_a=0.568
O 0.945 -0.380 2.354 -0.441
C 1.125 0.149 1.292 -0.143
C 0.575 -0.480 0.034 0.061
C 0.052 0.200 -1.216 -0.828
C -0.890 -0.418 -0.217 0.070
O -1.613 0.450 0.609 -0.526
H 1.739 1.067 1.173 0.315
H 1.064 -1.425 -0.167 0.337
H 0.163 -0.315 -2.171 0.244
H 0.115 1.287 -1.283 0.300
H -1.416 -1.340 -0.469 0.303
H -1.860 1.206 0.061 0.309



(4)
12
Properties=species:S:1:pos:R:3:mulliken_charge:R:1 method="wB97M-V/def2-TZVPD" relative_energy_kj_mol=754.18 mol_weight_da=86.1 homo_lumo_gap_ev=8.84 total_charge=0 largest_force_ev_per_a=3.724
C 0.726 -0.398 -0.963 -1.036
C 0.313 1.112 0.279 -0.127
C -0.768 -1.018 1.229 -0.658
O -0.264 2.073 -0.386 -0.149
O -1.411 1.436 -0.916 -0.523
C -0.438 -0.082 0.363 0.510
H 1.155 1.370 0.912 0.412
H 1.730 -0.632 -0.620 0.308
H 0.218 -1.321 -1.228 0.392
H 0.671 0.233 -1.847 0.360
H -0.959 -2.036 0.923 0.254
H -0.973 -0.738 2.254 0.255



(5)
12
Properties=species:S:1:pos:R:3:mulliken_charge:R:1 method="wB97M-V/def2-TZVPD" relative_energy_kj_mol=127.60 smiles="O[C@H]1CC=CO1" mol_weight_da=86.1 homo_lumo_gap_ev=9.73 total_charge=0 largest_force_ev_per_a=0.392
O 1.613 0.876 1.221 -0.491
C 0.434 0.299 0.819 -0.024
C -0.307 0.846 -0.397 -0.368
C -1.078 -0.403 -0.770 -0.352
C -0.358 -1.440 -0.349 -0.278
O 0.717 -1.084 0.418 -0.383
H 2.247 0.708 0.511 0.323
H -0.244 0.317 1.684 0.324
H -0.916 1.731 -0.198 0.279
H 0.433 1.103 -1.173 0.214
H -2.048 -0.451 -1.242 0.367
H -0.493 -2.502 -0.525 0.390



(6)
12
Properties=species:S:1:pos:R:3:mulliken_charge:R:1 method="wB97M-V/def2-TZVPD" relative_energy_kj_mol=166.28 smiles="C=C=O.CC=O" mol_weight_da=86.1 homo_lumo_gap_ev=10.12 total_charge=0 largest_force_ev_per_a=0.915
C -0.317 -1.557 1.421 -0.946
C -1.422 -0.848 1.349 0.765
O -2.403 -0.222 1.263 -0.372
H -0.386 -2.636 1.461 0.258
H 0.632 -1.036 1.480 0.308
C 0.912 0.566 -1.425 -0.885
C 0.097 1.334 -0.420 0.121
O 0.360 1.429 0.758 -0.491
H 1.728 0.049 -0.921 0.271
H 1.324 1.258 -2.171 0.340
H 0.286 -0.157 -1.964 0.282
H -0.810 1.820 -0.831 0.349



(7)
12
Properties=species:S:1:pos:R:3:mulliken_charge:R:1 method="wB97M-V/def2-TZVPD" relative_energy_kj_mol=151.97 smiles="O=C=CCCO" mol_weight_da=86.1 homo_lumo_gap_ev=9.61 total_charge=0 largest_force_ev_per_a=0.995
O 2.227 0.953 -1.409 -0.398
C 1.490 0.135 -1.020 0.783
C 0.711 -0.851 -0.618 -0.745
C -0.639 -0.679 0.039 -0.487
C -0.873 0.756 0.526 -0.469
O 0.314 1.369 0.987 -0.532
H 1.086 -1.846 -0.834 0.322
H -1.440 -0.952 -0.659 0.312
H -0.718 -1.380 0.881 0.305
H -1.645 0.760 1.309 0.292
H -1.234 1.381 -0.297 0.290
H 0.819 0.702 1.469 0.327



(8)
12
Properties=species:S:1:pos:R:3:mulliken_charge:R:1 method="wB97M-V/def2-TZVPD" relative_energy_kj_mol=322.87 mol_weight_da=86.1 homo_lumo_gap_ev=10.65 total_charge=0 largest_force_ev_per_a=4.259
C -1.495 -0.480 -0.232 -0.984
C -0.477 -0.110 0.689 0.238
O 0.886 -1.094 0.046 -0.526
C 1.533 0.121 -0.269 -0.313
C 0.495 0.998 0.369 0.324
O 0.455 2.155 0.661 -0.524
H -1.930 0.339 -0.772 0.303
H -0.674 -0.858 -0.970 0.279
H -2.227 -1.244 -0.092 0.319
H -0.702 -0.334 1.722 0.384
H 1.655 0.274 -1.346 0.229
H 2.508 0.242 0.210 0.273



(9)
12
Properties=species:S:1:pos:R:3:mulliken_charge:R:1 method="wB97M-V/def2-TZVPD" relative_energy_kj_mol=188.52 smiles="O=CC[C@H]1CO1" mol_weight_da=86.1 homo_lumo_gap_ev=10.94 total_charge=0 largest_force_ev_per_a=0.517
O -0.852 -1.290 1.834 -0.473
C -1.439 -0.609 1.027 0.051
C -0.778 0.446 0.172 -0.574
C 0.721 0.292 0.107 0.111
C 1.389 -0.182 -1.105 -0.431
O 1.391 1.195 -0.757 -0.431
H -2.535 -0.720 0.891 0.334
H -1.031 1.422 0.612 0.243
H -1.220 0.450 -0.832 0.334
H 1.210 0.122 1.066 0.365
H 2.352 -0.687 -1.034 0.248
H 0.791 -0.438 -1.980 0.223



(10)
12
Properties=species:S:1:pos:R:3:mulliken_charge:R:1 method="wB97M-V/def2-TZVPD" relative_energy_kj_mol=184.61 mol_weight_da=86.1 homo_lumo_gap_ev=10.56 total_charge=0 largest_force_ev_per_a=0.515
O 2.332 -0.881 0.091 -0.467
C 1.622 -0.042 0.589 -0.152
C 0.458 0.616 -0.128 0.317
C -0.453 -0.351 -0.892 -0.575
C -1.397 -0.136 0.300 -0.343
O -0.578 0.938 0.809 -0.439
H 1.757 0.299 1.638 0.333
H 0.818 1.497 -0.678 0.334
H -0.048 -1.352 -1.051 0.245
H -0.829 0.059 -1.831 0.241
H -1.434 -0.977 1.005 0.234
H -2.415 0.200 0.083 0.271



(11)
13
Properties=species:S:1:pos:R:3:mulliken_charge:R:1 method="wB97M-V/def2-TZVPD" relative_energy_kj_mol=245.25 mol_weight_da=118.2 homo_lumo_gap_ev=9.19 total_charge=0 largest_force_ev_per_a=5.649
C -1.174 0.096 0.378 0.615
C -0.440 -1.122 0.242 0.418
C -1.329 0.911 -0.934 -1.175
C 1.468 -0.829 0.119 -0.681
O -1.617 0.593 1.374 -0.492
O -0.757 -2.267 0.181 -0.452
S 2.076 0.884 0.326 -0.203
H -0.868 0.369 -1.650 0.421
H -2.294 1.227 -1.023 0.356
H -0.632 1.703 -0.921 0.346
H 1.792 -1.180 -0.792 0.377
H 1.966 -1.325 1.017 0.320
H 1.809 0.941 1.685 0.150



(12)
13
Properties=species:S:1:pos:R:3:mulliken_charge:R:1 method="wB97M-V/def2-TZVPD" relative_energy_kj_mol=183.47 smiles=S[C@H]1[C@H]2OCO[C@@H]12 mol_weight_da=118.2 homo_lumo_gap_ev=9.71 total_charge=0 largest_force_ev_per_a=1.202
S -2.309 -0.671 -0.209 -0.257
C -1.226 0.724 -0.005 -0.311
C 0.074 0.622 0.773 -0.150
O 0.551 -0.678 0.979 -0.398
C 1.253 -1.029 -0.204 -0.100
O 0.627 -0.323 -1.266 -0.371
C 0.115 0.842 -0.695 -0.050
H -1.595 -1.496 0.573 0.133
H -1.758 1.680 0.138 0.345
H 0.379 1.369 1.549 0.323
H 1.147 -2.075 -0.371 0.231
H 2.314 -0.738 -0.083 0.252
H 0.428 1.774 -1.181 0.354



(13)
13
Properties=species:S:1:pos:R:3:mulliken_charge:R:1 method="wB97M-V/def2-TZVPD" relative_energy_kj_mol=340.44 mol_weight_da=118.2 homo_lumo_gap_ev=9.42 total_charge=0 largest_force_ev_per_a=1.126
C 1.219 -2.936 -0.005 -0.420
C 0.606 1.310 0.633 -0.622
C 0.868 -1.866 -0.401 -0.397
C 0.975 1.824 -0.524 -0.327
O -3.063 -1.117 0.555 -0.391
O -3.319 1.250 0.030 -0.387
S -2.554 0.043 -0.120 0.760
H 1.512 -3.885 0.335 0.407
H 2.006 1.867 -0.833 0.241
H -0.427 1.275 0.951 0.205
H 1.327 0.913 1.331 0.266
H 0.591 -0.908 -0.727 0.424
H 0.260 2.231 -1.223 0.241



(14)
13
Properties=species:S:1:pos:R:3:mulliken_charge:R:1 method="wB97M-V/def2-TZVPD" relative_energy_kj_mol=256.31 mol_weight_da=118.2 homo_lumo_gap_ev=10.02 total_charge=0 largest_force_ev_per_a=3.744
C -1.125 0.472 0.115 -0.630
C 0.152 1.119 0.634 -0.571
C -0.803 -0.923 -0.484 -0.206
C 0.610 -1.269 -0.368 -0.067
O 2.364 0.616 -0.660 -0.617
O -0.359 -1.892 0.415 -0.438
S 1.635 0.022 0.451 0.386
H -1.756 0.398 0.956 0.298
H -1.501 1.248 -0.581 0.316
H 0.573 2.025 0.117 0.291
H 0.398 1.326 1.740 0.309
H -1.347 -1.273 -1.315 0.444
H 1.160 -1.870 -1.020 0.484



(15)
13
Properties=species:S:1:pos:R:3:mulliken_spin:R:1 method="wB97M-V/def2-TZVPD" relative_energy_kj_mol=547.75 mol_weight_da=118.2 spin_multiplicity=3 homo_lumo_gap_ev="5.50 / 7.09" total_charge=0 largest_force_ev_per_a=5.203
C -0.386 -0.331 -1.757 0.816
C -1.148 0.059 0.956 0.071
C 0.862 0.611 -0.406 0.752
C 0.197 0.753 0.942 -0.041
O -0.468 -2.203 0.073 0.083
O 1.204 -0.081 0.676 0.174
S -1.388 -1.193 -0.425 0.116
H -0.857 0.392 -2.377 0.001
H 0.196 -1.083 -2.256 -0.019
H -1.185 -0.675 1.699 -0.005
H -1.874 0.843 0.979 -0.003
H 1.568 1.167 -1.028 0.026
H 0.429 1.690 1.369 0.028



(16)
13
Properties=species:S:1:pos:R:3:mulliken_spin:R:1 method="wB97M-V/def2-TZVPD" relative_energy_kj_mol=418.92 mol_weight_da=236.5 spin_multiplicity=7 homo_lumo_gap_ev="4.65 / 4.69" total_charge=0 largest_force_ev_per_a=0.809
O 2.561 0.227 0.102 -0.010
C -1.741 -0.053 -0.630 -0.086
Sm 0.790 -1.121 -0.573 6.102
O -2.149 0.320 0.547 0.013
C -3.521 0.715 0.750 -0.017
H -3.586 1.797 0.593 -0.002
H -4.154 0.170 0.038 0.009
H -3.788 0.479 1.787 -0.008
C 3.368 0.435 1.066 -0.007
C 2.934 -0.218 2.358 0.002
H 2.263 -1.098 2.242 0.002
H 3.835 -0.532 2.909 0.000
H 2.432 0.535 2.987 0.000



(17)
14
Properties=species:S:1:pos:R:3:mulliken_charge:R:1 method="wB97M-V/def2-TZVPD" relative_energy_kj_mol=426.61 smiles="C#C[C@@H](O)S(C)(=O)=O" mol_weight_da=134.2 homo_lumo_gap_ev=9.91 total_charge=0 largest_force_ev_per_a=7.656
C 2.791 -0.887 -0.111 0.075
C 2.005 -0.012 0.237 -0.488
C 0.794 0.718 0.703 -0.103
O 0.433 1.830 -0.022 -0.514
S -0.575 -0.714 -0.029 0.966
C -2.245 0.117 -0.049 -0.904
O -0.652 -1.878 0.825 -0.625
O -0.125 -0.982 -1.360 -0.553
H 3.590 -1.576 -0.552 0.356
H 0.808 0.984 1.784 0.381
H 0.422 1.611 -0.906 0.388
H -1.955 1.038 -0.564 0.286
H -2.751 -0.528 -0.829 0.336
H -2.540 0.278 0.873 0.400



(18)
14
Properties=species:S:1:pos:R:3:mulliken_spin:R:1 method="wB97M-V/def2-TZVPD" relative_energy_kj_mol=0.00 mol_weight_da=252.4 spin_multiplicity=7 homo_lumo_gap_ev="8.33 / 8.53" total_charge=+2 largest_force_ev_per_a=3.394
H 2.058 -1.216 1.124 -0.002
O -0.065 -1.733 0.488 -0.001
C -0.866 -0.769 0.070 -0.005
O -0.542 0.411 -0.020 0.001
Sm 1.411 1.953 0.006 6.006
O -2.023 -1.247 -0.245 0.000
C -3.185 -0.433 -0.019 0.000
H -3.058 0.140 0.906 0.000
H -3.334 0.241 -0.869 0.000
H -4.016 -1.136 0.071 0.000
C 1.295 -1.546 0.340 0.004
C 2.029 -2.252 -0.520 -0.004
H 1.543 -2.860 -1.286 0.000
H 3.101 -2.075 -0.600 0.000



(19)
14
Properties=species:S:1:pos:R:3:mulliken_spin:R:1 method="wB97M-V/def2-TZVPD" relative_energy_kj_mol=266.91 mol_weight_da=275.1 spin_multiplicity=2 homo_lumo_gap_ev="9.07 / 4.07" total_charge=+3 largest_force_ev_per_a=3.677
O 0.721 0.585 -0.153 0.165
Yb 3.232 0.410 -0.275 0.397
O 1.689 -1.339 0.097 0.200
C 0.637 -0.726 -0.158 -0.019
O -0.519 -1.269 -0.326 0.026
C -0.679 -2.688 -0.096 0.007
H -1.739 -2.886 -0.264 0.002
H -0.063 -3.239 -0.811 0.009
H -0.396 -2.918 0.936 0.001
C -0.718 1.688 -0.117 0.074
C -1.532 1.690 0.874 0.114
H -0.734 2.119 -1.115 0.007
H -1.723 0.986 1.681 0.005
H -2.260 2.332 0.216 0.012



(20)
14
Properties=species:S:1:pos:R:3:mulliken_spin:R:1 method="wB97M-V/def2-TZVPD" relative_energy_kj_mol=275.16 mol_weight_da=275.1 spin_multiplicity=3 homo_lumo_gap_ev="10.93 / 3.41" total_charge=+4 largest_force_ev_per_a=5.018
H -0.363 -2.236 -1.729 0.077
O 0.585 -0.832 -0.287 0.331
C 0.092 0.411 0.105 -0.033
O -0.867 0.491 0.840 0.012
Yb -2.761 1.210 2.005 0.117
O 0.796 1.298 -0.440 0.301
C 0.700 2.685 -0.011 0.074
H -0.277 3.074 -0.317 0.061
H 0.830 2.726 1.075 0.058
H 1.513 3.192 -0.532 0.003
C -0.217 -1.780 -0.609 0.612
C 0.041 -3.117 -0.267 0.313
H 0.707 -3.297 0.581 0.059
H -0.778 -3.825 -0.413 0.016